No. 1
{"formula": "C24H24BF2N6O2SY", "method": "the ωB97M-V functional and the def2-TZVPD basis", "gap_ev": 6.99, "homo_ev": -7.3, "de_lowest_ev": 2.953, "total_energy_ev": -56308.92857, "multiplicity": 1, "e_lumo_ev": -0.3348, "symbols": ["Y", "O", "C", "C", "C", "C", "C", "C", "C", "N", "C", "C", "N", "C", "C", "C", "C", "C", "C", "C", "O", "H", "H", "H", "H", "H", "H", "H", "H", "H", "H", "H", "H", "H", "H", "C", "C", "N", "N", "C", "N", "S", "C", "C", "C", "C", "C", "N", "H", "H", "H", "H", "H", "H", "H", "H", "H", "H", "F", "B", "F"], "xyz": [[-0.010, 0.017, 0.269], [-1.178, -0.578, 1.960], [-1.543, -0.085, 3.120], [-1.867, -0.944, 4.184], [-2.220, -0.443, 5.421], [-2.288, 0.938, 5.653], [-2.003, 1.784, 4.607], [-1.632, 1.299, 3.345], [-1.426, 2.293, 2.296], [-1.068, 2.084, 1.089], [-1.015, 3.262, 0.206], [-0.259, 2.920, -1.071], [-0.702, 1.597, -1.510], [-1.500, 1.522, -2.499], [-2.179, 0.327, -2.985], [-2.851, 0.431, -4.214], [-3.583, -0.612, -4.732], [-3.690, -1.785, -3.960], [-3.066, -1.907, -2.740], [-2.257, -0.864, -2.210], [-1.640, -0.999, -1.094], [-1.821, -2.010, 3.995], [-2.452, -1.133, 6.226], [-2.566, 1.331, 6.621], [-2.061, 2.860, 4.741], [-1.637, 3.323, 2.601], [-0.543, 4.107, 0.711], [-2.037, 3.547, -0.059], [0.814, 2.884, -0.883], [-0.458, 3.692, -1.821], [-1.718, 2.443, -3.053], [-2.788, 1.372, -4.755], [-4.088, -0.522, -5.683], [-4.289, -2.612, -4.327], [-3.172, -2.804, -2.139], [0.293, -3.776, -2.592], [0.658, -2.858, -1.474], [0.985, -1.639, -1.636], [0.947, -1.136, -2.911], [1.514, 0.096, -3.132], [1.150, 0.593, -4.339], [2.543, 0.831, -2.053], [0.673, -3.296, -0.030], [0.441, -4.599, 0.354], [0.529, -4.914, 1.706], [0.846, -3.927, 2.612], [1.042, -2.635, 2.139], [0.962, -2.330, 0.848], [1.068, -3.746, -3.362], [-0.654, -3.457, -3.040], [0.175, -4.807, -2.277], [0.343, -1.567, -3.594], [0.268, 0.315, -4.742], [1.477, 1.523, -4.539], [0.197, -5.360, -0.371], [0.349, -5.930, 2.034], [0.925, -4.130, 3.671], [1.260, -1.810, 2.807], [2.123, 0.553, 2.743], [1.729, 1.061, 1.534], [2.230, 2.323, 1.371]], "mulliken_charge": [0.272, -0.130, 0.359, -0.705, -0.383, -0.826, -0.737, 0.642, -0.194, 0.134, -1.034, -0.907, 0.706, -0.691, 0.674, -0.499, -0.899, -0.382, -0.690, -0.075, -0.240, 0.432, 0.381, 0.387, 0.327, 0.251, 0.542, 0.398, 0.263, 0.499, 0.145, 0.354, 0.403, 0.402, 0.519, -1.730, 0.761, -0.126, -0.134, 0.137, -0.415, -0.304, 0.894, -0.713, -0.548, -0.867, -0.049, -0.229, 0.387, 0.344, 0.422, 0.312, 0.217, 0.283, 0.212, 0.437, 0.435, 0.482, -0.292, 0.648, -0.260]}

No. 2
{"formula": "C24H24BF32N5O7", "method": "the ωB97M-V functional and the def2-TZVPD basis", "gap_ev": 8.61, "homo_ev": -10.0, "total_energy_ev": -134695.92945, "multiplicity": 1, "e_lumo_ev": -1.4343, "symbols": ["F", "C", "F", "C", "F", "F", "C", "O", "C", "F", "F", "C", "F", "F", "H", "H", "H", "H", "F", "C", "F", "C", "F", "F", "C", "O", "C", "F", "F", "C", "F", "F", "H", "H", "H", "H", "F", "C", "F", "C", "F", "F", "C", "O", "C", "F", "F", "C", "F", "F", "H", "H", "H", "H", "F", "C", "F", "C", "F", "F", "C", "O", "C", "F", "F", "C", "F", "F", "H", "H", "H", "H", "C", "C", "N", "C", "N", "N", "C", "O", "B", "O", "O", "N", "N", "H", "H", "H", "H", "H", "H", "H", "H"], "xyz": [[1.073, 0.110, 0.416], [1.193, -0.415, 1.647], [2.281, 0.168, 2.204], [1.365, -1.940, 1.644], [2.523, -2.290, 1.044], [1.482, -2.318, 2.947], [0.216, -2.789, 1.046], [0.343, -3.268, -0.307], [-0.035, -2.461, -1.389], [-0.711, -1.388, -0.949], [-0.917, -3.184, -2.104], [1.150, -2.103, -2.295], [2.126, -1.466, -1.627], [0.749, -1.274, -3.294], [0.319, -0.124, 2.238], [0.207, -3.709, 1.634], [-0.762, -2.338, 1.219], [1.578, -3.004, -2.740], [7.160, 2.701, -3.165], [5.915, 2.260, -3.402], [5.096, 3.329, -3.241], [5.483, 1.128, -2.463], [5.418, 1.560, -1.185], [4.210, 0.797, -2.817], [6.300, -0.187, -2.507], [7.309, -0.406, -1.504], [8.604, 0.104, -1.677], [8.765, 0.543, -2.934], [9.441, -0.945, -1.544], [8.967, 1.152, -0.620], [8.111, 2.188, -0.621], [10.200, 1.654, -0.862], [5.850, 1.945, -4.447], [5.575, -0.978, -2.307], [6.678, -0.403, -3.507], [8.960, 0.709, 0.378], [-5.986, 1.674, 0.429], [-6.211, 1.876, 1.735], [-6.454, 3.202, 1.878], [-5.032, 1.465, 2.625], [-3.949, 2.234, 2.377], [-5.400, 1.743, 3.908], [-4.608, -0.030, 2.587], [-3.490, -0.382, 1.753], [-3.674, -0.638, 0.385], [-4.981, -0.745, 0.108], [-3.150, -1.861, 0.160], [-2.949, 0.382, -0.502], [-3.354, 1.640, -0.254], [-3.201, 0.135, -1.808], [-7.120, 1.338, 2.020], [-4.258, -0.262, 3.592], [-5.457, -0.697, 2.430], [-1.872, 0.338, -0.342], [-4.526, 0.911, 8.684], [-4.466, 0.544, 7.397], [-4.272, -0.800, 7.394], [-3.338, 1.234, 6.621], [-2.129, 0.872, 7.100], [-3.399, 0.757, 5.342], [-3.395, 2.778, 6.511], [-2.591, 3.562, 7.409], [-3.070, 3.890, 8.687], [-4.375, 3.595, 8.782], [-2.988, 5.232, 8.784], [-2.227, 3.269, 9.806], [-2.176, 1.929, 9.714], [-2.761, 3.566, 11.012], [-5.436, 0.742, 6.932], [-2.971, 3.008, 5.532], [-4.420, 3.149, 6.465], [-1.204, 3.650, 9.772], [-2.510, -2.583, -4.457], [-2.514, -1.727, -5.793], [-2.132, -2.603, -6.952], [-0.709, -2.371, -7.115], [-0.366, -1.543, -8.140], [0.918, -1.296, -8.246], [1.687, -1.907, -7.312], [3.058, -1.603, -7.394], [3.287, -0.827, -6.193], [3.768, -1.451, -5.010], [2.986, 0.572, -6.238], [1.354, -2.765, -6.315], [0.072, -3.014, -6.209], [-3.153, -2.125, -3.666], [-2.904, -3.598, -4.717], [-1.465, -2.677, -4.096], [-3.477, -1.192, -5.961], [-1.706, -0.955, -5.643], [-2.621, -2.320, -7.799], [3.072, -1.280, -4.357], [2.020, 0.609, -6.322]], "mulliken_charge": [-0.182, 0.199, -0.295, 0.898, -0.262, -0.323, -0.599, -0.384, 0.558, -0.276, -0.329, 0.295, -0.194, -0.221, 0.178, 0.403, 0.153, 0.294, -0.245, 0.098, -0.268, 0.964, -0.288, -0.272, -0.696, -0.422, 0.749, -0.282, -0.299, 0.213, -0.214, -0.255, 0.249, 0.359, 0.394, 0.222, -0.220, 0.023, -0.273, 1.137, -0.292, -0.306, -0.887, -0.290, 0.684, -0.322, -0.229, 0.731, -0.273, -0.251, 0.293, 0.360, 0.314, -0.070, -0.240, 0.130, -0.279, 0.882, -0.288, -0.286, -0.721, -0.419, 0.756, -0.283, -0.294, 0.207, -0.216, -0.253, 0.240, 0.389, 0.399, 0.228, -0.526, -0.282, -0.314, 0.284, -0.305, -0.256, 0.515, -0.497, 0.851, -0.570, -0.467, -0.180, -0.154, 0.229, 0.346, -0.122, 0.402, 0.206, 0.313, 0.272, 0.258]}

No. 3
{"formula": "C24H24BF3N3O7SeTl", "method": "the ωB97M-V functional and the def2-TZVPD basis", "gap_ev": [6.59, 6.96], "homo_ev": [-7.9, -8.0], "de_lowest_ev": 5.435, "total_energy_ev": -122946.02188, "multiplicity": 1, "e_lumo_ev": [-1.3372, -1.0314], "symbols": ["Tl", "O", "C", "O", "C", "O", "C", "C", "O", "O", "H", "H", "H", "H", "H", "C", "C", "C", "O", "B", "O", "C", "C", "C", "H", "H", "H", "H", "H", "H", "H", "H", "H", "H", "H", "H", "F", "C", "F", "F", "C", "C", "C", "C", "C", "C", "C", "C", "H", "H", "H", "H", "Se", "N", "C", "C", "C", "C", "N", "C", "N", "H", "H", "H"], "xyz": [[0.231, 1.362, 0.279], [-1.090, 2.198, -4.319], [-0.565, 2.003, -3.104], [-0.277, 0.917, -2.670], [-0.154, 3.299, -2.396], [-0.657, 3.425, -1.043], [-2.093, 3.497, -1.013], [-2.745, 1.028, -1.121], [-3.459, 0.240, -1.705], [-1.971, 0.810, -0.123], [-1.387, 1.341, -4.662], [-0.467, 4.165, -2.983], [0.931, 3.275, -2.294], [-2.368, 4.397, -1.574], [-2.723, 4.819, 0.528], [-2.211, -1.563, 3.765], [-0.755, -1.124, 3.882], [-0.391, -0.898, 5.343], [-0.665, 0.168, 3.212], [0.127, 0.063, 2.117], [0.682, -1.159, 1.985], [0.263, -2.022, 3.075], [-0.340, -3.266, 2.439], [1.532, -2.392, 3.835], [-2.838, -0.858, 4.310], [-2.347, -2.559, 4.182], [-2.531, -1.556, 2.723], [-1.126, -0.223, 5.782], [0.590, -0.438, 5.435], [-0.401, -1.839, 5.891], [-1.147, -3.005, 1.758], [-0.706, -3.958, 3.197], [0.438, -3.763, 1.862], [2.019, -1.510, 4.247], [2.222, -2.852, 3.129], [1.326, -3.104, 4.633], [7.315, -3.909, -3.200], [6.111, -3.849, -3.798], [6.339, -3.561, -5.097], [5.601, -5.099, -3.774], [5.193, -2.856, -3.153], [3.895, -2.724, -3.635], [3.040, -1.802, -3.064], [3.475, -0.995, -2.010], [4.770, -1.157, -1.514], [5.626, -2.081, -2.086], [2.601, -0.018, -1.442], [1.894, 0.857, -0.992], [3.567, -3.339, -4.462], [2.027, -1.691, -3.426], [5.098, -0.550, -0.682], [6.634, -2.198, -1.715], [-2.855, 2.733, 2.761], [-4.334, 2.853, 1.915], [-4.082, 3.178, 0.618], [-5.086, 3.060, -0.295], [-4.989, 3.090, -1.731], [-3.873, 2.787, -2.400], [-2.687, 2.385, -1.713], [-2.649, 3.723, 0.425], [-1.807, 3.287, 1.518], [-6.065, 2.854, 0.121], [-5.895, 3.289, -2.289], [-3.809, 2.816, -3.482]], "mulliken_charge": [1.490, -0.530, 0.785, -0.454, -0.783, -0.523, -0.775, 0.526, -0.726, -0.440, 0.406, 0.370, 0.450, 0.686, 0.551, -1.954, 1.687, -1.903, -0.363, 0.107, -0.242, 1.730, -1.866, -2.065, 0.486, 0.374, 0.297, 0.473, 0.360, 0.373, 0.351, 0.362, 0.466, 0.386, 0.507, 0.367, -0.284, 0.835, -0.254, -0.254, 0.360, -0.816, -0.532, 0.227, -0.631, -0.502, -0.210, -0.448, 0.374, 0.512, 0.467, 0.453, 0.382, -0.728, 0.228, -0.421, -0.446, -0.912, 0.554, 0.220, -0.471, 0.434, 0.432, 0.465]}